A single C4H8N2O2 molecule, computed with the ωB97M-V functional and the def2-TZVPD basis.

* Kohn-Sham gap: 0.375 hartree
* E_HOMO: -9.580 eV
* F_max: 0.6 eV Å⁻¹
* relative energy (zero: lowest compared OMol25 entry of this formula, charge and spin): 94.7 kJ/mol

Element x y z (Å)
N  0.41113  -1.56328  -0.41852
C  -0.17718  -0.34740  0.10611
C  0.93749  0.66514  0.32960
C  2.04623  0.11019  1.19371
O  3.21416  0.25770  0.94969
C  -1.19614  0.27880  -0.85917
N  -2.39670  0.63422  -0.33742
O  -0.92072  0.43632  -2.02608
H  -0.28601  -2.20198  -0.77016
H  1.05932  -1.34177  -1.16721
H  -0.64021  -0.56237  1.07941
H  1.38544  0.96212  -0.61700
H  0.56993  1.57614  0.80490
H  1.71451  -0.44115  2.09582
H  -3.05989  1.01843  -0.99133
H  -2.66137  0.51888  0.62767

Atoms 1-2, force components in eV/Å:
N 0.283 0.067 0.227
C -0.090 0.200 0.082



A molecular structure, C36H54MnN11O2S, computed with the ωB97M-V functional and the def2-TZVPD basis.

* Kohn-Sham gap (spin up / spin down): 0.298 / 0.300 hartree
* multiplicity: 6
* E_HOMO (spin up / spin down): -9.741 / -9.805 eV
* F_max: 0.4 eV Å⁻¹
* relative energy (zero: lowest compared OMol25 entry of this formula, charge and spin): 0.0 kJ/mol
* charge: +1

Element x y z (Å)
Mn  0.04621  0.99209  -0.74250
C  5.52597  0.25748  -0.45368
N  4.25876  0.88610  -0.11732
C  4.25116  1.60791  1.14052
C  3.08931  0.48416  -0.71093
N  1.98572  0.19007  -0.05984
C  2.15005  -0.32042  1.25712
C  3.03697  -1.35816  1.41544
C  3.46029  -1.79955  2.68395
C  3.00780  -1.15793  3.79356
C  2.03459  -0.13070  3.68643
C  1.59583  0.51256  4.87008
C  0.63869  1.47715  4.81674
C  0.01878  1.76268  3.58657
C  0.37384  1.13186  2.41758
N  -0.48849  1.33511  1.30141
C  -1.77728  1.11968  1.53596
N  -2.70735  1.92166  0.96223
C  -2.33100  3.24208  0.46608
C  -3.97517  1.40650  0.44846
N  -2.23866  0.13502  2.34327
C  -3.40409  0.31444  3.19511
C  -1.43731  -1.04577  2.62263
C  1.50362  0.23972  2.41572
N  3.14497  0.36944  -2.06430
C  2.05598  -0.25167  -2.80697
C  3.95132  1.28198  -2.87198
H  5.81735  -0.44547  0.33443
H  6.31318  1.00761  -0.55048
H  5.44571  -0.28665  -1.39018
H  4.44468  0.95765  1.99951
H  3.28989  2.09387  1.27779
H  5.02669  2.37634  1.10549
H  3.47637  -1.79376  0.52319
H  4.17091  -2.61251  2.76432
H  3.36513  -1.43030  4.77938
H  2.04478  0.22370  5.81243
H  0.32195  1.99388  5.71415
H  -0.81259  2.45919  3.55593
H  -1.72254  3.75076  1.21184
H  -1.79436  3.18815  -0.48180
H  -3.24782  3.81236  0.32016
H  -4.05814  0.34147  0.64150
H  -4.02107  1.57036  -0.62915
H  -4.81962  1.91981  0.91066
H  -3.84750  1.29129  3.02605
H  -3.09697  0.24844  4.24239
H  -4.15666  -0.45455  3.00787
H  -0.71245  -1.19760  1.82853
H  -2.09975  -1.91276  2.65804
H  -0.91322  -0.96449  3.58007
H  1.75881  -1.19172  -2.34861
H  2.41554  -0.45314  -3.81511
H  1.18253  0.39835  -2.90961
H  4.59435  1.88746  -2.24297
H  3.29583  1.94624  -3.43844
H  4.56624  0.71988  -3.57593
C  1.50047  4.55042  -3.73063
C  1.05034  5.07754  -2.37684
S  1.89676  4.22855  -1.03987
O  1.41977  2.79972  -1.10916
C  0.99459  5.00752  0.31002
C  1.59801  4.67070  1.66415
H  0.98755  5.08787  -4.52811
H  1.25212  3.49312  -3.83019
H  2.57554  4.67875  -3.87340
H  -0.01521  4.89869  -2.20913
H  1.26955  6.14051  -2.25121
H  -0.01710  4.61301  0.20621
H  0.98539  6.08119  0.11622
H  1.59524  3.59457  1.83976
H  1.00797  5.12870  2.45854
H  2.62025  5.04104  1.74734
C  -1.92582  2.22769  -3.05629
O  -1.09171  1.56424  -2.17682
H  -2.99383  2.04597  -2.85230
H  -1.75636  1.92476  -4.09823
H  -1.79511  3.32205  -3.02640
C  -2.82264  -0.96072  -2.12750
C  -1.63572  -1.71614  -1.64885
N  -0.70333  -1.26894  -0.82909
C  0.14400  -2.34047  -0.58115
C  -0.28715  -3.43290  -1.25093
N  -1.41409  -3.02382  -1.94382
C  -2.34320  -3.89881  -2.63204
N  -3.20402  -4.61763  -1.73224
N  -4.27647  -3.97697  -1.19955
N  -4.82466  -4.72769  -0.32238
C  -4.09656  -5.90284  -0.24091
C  -4.28728  -7.03299  0.56035
C  -3.38405  -8.05997  0.42223
C  -2.31175  -7.97871  -0.49431
C  -2.11659  -6.87393  -1.29212
C  -3.04102  -5.83494  -1.13964
H  -2.69423  0.07374  -1.83468
H  -3.73647  -1.37780  -1.69767
H  -2.90904  -0.98793  -3.21519
H  0.99095  -2.24991  0.07967
H  0.08557  -4.44361  -1.30022
H  -1.78942  -4.61369  -3.23427
H  -2.96798  -3.29453  -3.28007
H  -5.11422  -7.08755  1.25669
H  -3.49284  -8.95424  1.02172
H  -1.62680  -8.81363  -0.57237
H  -1.29719  -6.82738  -1.99812

Atoms 1-2, force components in eV/Å:
Mn 0.178 -0.005 -0.060
C -0.032 0.068 -0.014



3 unconnected molecules or ions with the total composition C20H39N2O5, computed with the ωB97M-V functional and the def2-TZVPD basis.

* Kohn-Sham gap: 0.143 hartree
* E_HOMO: -1.339 eV
* F_max: 0.9 eV Å⁻¹
* charge: -1

Element x y z (Å)
C  1.29508  -2.05943  -1.80977
C  2.03507  -0.82045  -1.30441
C  1.27534  0.01714  -0.24644
C  -0.24041  -0.16288  -0.22271
N  -0.87087  0.80977  0.67012
N  -2.09332  1.31716  0.05750
C  -2.19192  2.71465  0.30987
C  -2.74501  3.48806  -0.89258
C  -1.84048  3.46760  -2.12999
C  -2.00192  2.32699  -3.14032
C  -3.44538  1.88786  -3.42655
C  -3.87343  0.68264  -2.59005
C  -5.18774  0.10298  -3.11523
O  -5.77260  -0.83449  -2.23107
C  -6.41576  -0.24246  -1.13085
H  0.94611  -2.66322  -0.97207
H  1.94604  -2.69209  -2.42064
H  0.43783  -1.78821  -2.42375
H  2.32075  -0.19174  -2.14957
H  2.96997  -1.17355  -0.85279
H  1.47885  1.07126  -0.43533
H  1.65474  -0.21575  0.75230
H  -0.65576  0.04562  -1.21222
H  -0.50989  -1.19823  0.02372
H  -1.13093  0.29501  1.50602
H  -1.21318  3.15900  0.57332
H  -2.86820  2.99105  1.16806
H  -2.84369  4.53557  -0.57404
H  -3.76260  3.14736  -1.10593
H  -0.81324  3.42387  -1.75164
H  -1.93191  4.42900  -2.64622
H  -1.57650  2.68829  -4.08663
H  -1.40766  1.45909  -2.86068
H  -4.12108  2.72503  -3.22892
H  -3.54292  1.62468  -4.48644
H  -3.10879  -0.09209  -2.60993
H  -4.03546  0.98907  -1.55711
H  -5.87469  0.94221  -3.29669
H  -5.01814  -0.42248  -4.05702
H  -6.88127  0.71301  -1.39628
H  -7.19196  -0.92488  -0.78413
H  -5.72441  -0.05956  -0.30300
O  0.56716  -0.05388  3.28808
C  1.64723  0.15482  3.74270
O  2.71524  -0.65473  3.49092
C  3.86900  -0.21229  4.22069
C  3.60291  1.25717  4.53409
C  2.07886  1.28844  4.65610
H  3.95867  -0.81694  5.12584
H  4.75124  -0.36627  3.61382
H  4.13542  1.60888  5.41606
H  3.90796  1.87301  3.68642
H  1.73828  1.06017  5.66755
H  1.63552  2.22330  4.32560
O  5.15249  -2.62519  3.11827
C  4.78494  -3.03972  2.05582
O  5.64630  -3.27335  1.03686
C  4.91897  -3.65569  -0.14640
C  3.58293  -4.18426  0.35750
C  3.36830  -3.33993  1.61248
H  4.80085  -2.77246  -0.77682
H  5.50352  -4.39875  -0.68441
H  2.78842  -4.09779  -0.37825
H  3.68130  -5.23710  0.63013
H  2.86935  -2.39295  1.39837
H  2.82648  -3.85698  2.39868

Atoms 1-2, force components in eV/Å:
C 0.136 0.023 -0.080
C 0.028 -0.265 0.321



2 unconnected molecules or ions with the total composition C5H6BrNO2 in a non-equilibrium geometry, computed with the ωB97M-V functional and the def2-TZVPD basis.

* Kohn-Sham gap: 0.298 hartree
* E_HOMO: -8.577 eV
* F_max: 5.6 eV Å⁻¹
* relative energy (zero: lowest compared OMol25 entry of this formula, charge and spin): 305.9 kJ/mol

Element x y z (Å)
C  -1.58763  0.64026  -0.78639
C  -0.51773  1.29127  -0.02837
C  0.33308  -2.85278  -0.20081
C  -0.92934  -3.22184  0.25948
C  1.71074  2.03054  -0.50575
N  -2.39586  -0.00271  -1.30641
O  -0.42845  1.25714  1.17574
O  0.39042  1.68893  -0.91860
Br  1.11457  -1.32085  0.58998
H  -1.26731  -3.75349  -0.69737
H  -1.54502  -2.47947  0.69392
H  -0.73179  -3.84619  1.12266
H  1.69084  2.44469  0.57223
H  2.03275  2.72901  -1.13582
H  2.35231  1.11151  -0.49663

Atoms 1-2, force components in eV/Å:
C -1.434 -0.736 -0.337
C 1.102 -0.521 0.899



A single C2H6N2O molecule in a non-equilibrium geometry, computed with the ωB97M-V functional and the def2-TZVPD basis.

* Kohn-Sham gap: 0.350 hartree
* E_HOMO: -8.666 eV
* F_max: 3.7 eV Å⁻¹
* relative energy (zero: lowest compared OMol25 entry of this formula, charge and spin): 243.7 kJ/mol

Element x y z (Å)
C  -1.52696  0.63752  0.28165
C  -0.09208  -1.12114  -0.71141
N  0.76188  0.92966  0.23360
N  -0.32542  0.20928  -0.21657
O  -2.48615  -0.11470  0.28893
H  -1.57016  1.64279  0.57144
H  -0.07098  -1.23181  -1.74270
H  0.82440  -1.51952  -0.21412
H  -1.10363  -1.50339  -0.57351
H  1.61081  0.43474  0.26259
H  0.85380  1.76806  -0.37355

Atoms 1-2, force components in eV/Å:
C -0.194 -3.607 -0.994
C -1.086 0.382 1.878



2 unconnected molecules or ions with the total composition C5H13OS in a non-equilibrium geometry, computed with the ωB97M-V functional and the def2-TZVPD basis.

* Kohn-Sham gap: 0.193 hartree
* E_HOMO: -2.171 eV
* F_max: 1.6 eV Å⁻¹
* relative energy (zero: lowest compared OMol25 entry of this formula, charge and spin): 209.1 kJ/mol
* charge: -1

Element x y z (Å)
C  0.35860  0.43115  2.23536
C  -0.86769  -0.22716  2.94419
S  -1.94572  -0.69921  1.55882
H  0.09383  1.20192  1.54320
H  0.87792  -0.36193  1.66773
H  1.10524  0.87006  2.92797
H  -0.49432  -1.12866  3.54855
H  -1.38892  0.47348  3.63958
H  -2.93385  -1.26919  2.28872
C  -0.33175  -0.66848  -1.33359
O  0.11850  -1.91108  -1.60739
C  0.04411  0.43558  -2.37458
C  1.58045  0.54240  -2.45986
H  0.05717  -0.24521  -0.37098
H  -1.45550  -0.59114  -1.27805
H  -0.40994  1.42495  -2.20114
H  -0.35457  0.11943  -3.34061
H  2.01923  1.13800  -3.26258
H  1.95170  -0.49627  -2.61431
H  1.97551  0.96137  -1.51102

Atoms 1-2, force components in eV/Å:
C 0.620 -1.022 1.046
C 0.985 -0.042 0.644